No. 1
{
  "formula": "C18H40F2O2P",
  "method": "ωB97M-V/def2-TZVPD",
  "spin_multiplicity": 1,
  "charge": -1,
  "max_force_ha_per_bohr": 0.0106,
  "gap_ev": 6.0,
  "lumo_energy_ha": 0.1016,
  "molar_mass_g_mol": 357.5,
  "elements": ["C", "C", "C", "C", "P", "C", "C", "C", "F", "C", "C", "C", "F", "H", "H", "H", "H", "H", "H", "H", "H", "H", "H", "H", "H", "H", "H", "H", "H", "H", "H", "H", "H", "H", "H", "H", "H", "C", "C", "C", "O", "C", "H", "H", "H", "H", "H", "H", "H", "H", "C", "C", "C", "O", "C", "H", "H", "H", "H", "H", "H", "H", "H"],
  "coordinates": [[-2.7068, 0.1271, -4.2397], [-1.9051, -0.9677, -3.5294], [-1.9829, -2.2500, -4.3725], [-0.4453, -0.5342, -3.3247], [-0.2088, 0.7355, -1.8717], [-0.2595, -0.7180, -0.5711], [0.3072, -0.3540, 0.8088], [1.5825, -1.1075, 1.1844], [2.6339, -0.2358, 1.5144], [1.7397, 0.6549, -1.9826], [2.3381, 0.9480, -3.3675], [3.2919, -0.1049, -3.8734], [2.6980, -1.3606, -3.9799], [-2.8603, 0.9757, -3.5768], [-3.6811, -0.2474, -4.5653], [-2.1511, 0.4745, -5.1114], [-2.3546, -1.1546, -2.5507], [-1.6975, -2.0053, -5.3983], [-1.2988, -3.0112, -4.0013], [-3.0013, -2.6470, -4.3918], [-0.1179, -0.1147, -4.2808], [0.1480, -1.4318, -3.1390], [-0.1526, 1.8690, -2.8337], [-1.6747, 0.8836, -1.7688], [-0.0880, 1.7061, -0.7635], [-1.2933, -1.0476, -0.4433], [0.2847, -1.5865, -0.9551], [-0.4422, -0.5845, 1.5632], [0.5480, 0.7115, 0.8692], [1.4305, -1.7163, 2.0781], [1.9363, -1.7376, 0.3716], [2.0902, 1.4256, -1.2916], [2.1485, -0.2908, -1.6158], [2.9508, 1.8549, -3.3208], [1.5566, 1.1516, -4.1014], [3.6884, 0.1326, -4.8635], [4.1326, -0.2123, -3.1847], [-4.5550, -2.7932, 2.5163], [-3.4457, -3.1440, 3.5066], [-2.2072, -2.6771, 2.7501], [-2.6191, -1.5670, 1.9595], [-4.0408, -1.4813, 1.9348], [-5.5392, -2.6943, 2.9733], [-4.6150, -3.5540, 1.7350], [-3.5666, -2.5689, 4.4277], [-3.4058, -4.2013, 3.7669], [-1.8244, -3.4621, 2.0880], [-1.3973, -2.3587, 3.4089], [-4.3570, -0.6253, 2.5419], [-4.3620, -1.3118, 0.9067], [2.6032, 3.7706, 4.8070], [3.1399, 2.4320, 4.3035], [3.0103, 2.5961, 2.7950], [3.2017, 3.9965, 2.5365], [3.1453, 4.7288, 3.7534], [2.9288, 4.0261, 5.8156], [1.5113, 3.7677, 4.7892], [4.1890, 2.3151, 4.5873], [2.5877, 1.5702, 4.6749], [2.0192, 2.3006, 2.4442], [3.7468, 2.0270, 2.2326], [4.1550, 5.0704, 4.0161], [2.5131, 5.6072, 3.6093]]
}

---

No. 2
{
  "formula": "C33H63N2O23S",
  "method": "ωB97M-V/def2-TZVPD",
  "spin_multiplicity": 1,
  "charge": 1,
  "max_force_ha_per_bohr": 0.0445,
  "gap_ev": 8.3,
  "lumo_energy_ha": -0.1302,
  "molar_mass_g_mol": 887.9,
  "elements": ["C", "C", "C", "N", "S", "C", "C", "N", "C", "C", "C", "C", "C", "C", "O", "C", "O", "H", "H", "H", "H", "H", "H", "H", "H", "H", "H", "H", "H", "H", "H", "H", "H", "H", "H", "H", "H", "H", "C", "O", "C", "O", "O", "C", "H", "H", "H", "H", "H", "H", "C", "O", "C", "O", "O", "C", "H", "H", "H", "H", "H", "H", "C", "O", "C", "O", "O", "C", "H", "H", "H", "H", "H", "H", "C", "O", "C", "O", "O", "C", "H", "H", "H", "H", "H", "H", "C", "O", "C", "O", "O", "C", "H", "H", "H", "H", "H", "H", "C", "O", "C", "O", "O", "C", "H", "H", "H", "H", "H", "H", "C", "O", "C", "O", "O", "C", "H", "H", "H", "H", "H", "H"],
  "coordinates": [[2.2364, -3.0029, -3.8546], [1.3466, -3.0439, -5.1159], [-0.0474, -2.6098, -4.8652], [-0.8998, -3.3314, -4.2013], [-0.5887, -4.8550, -3.4580], [-2.2660, -2.7792, -4.1697], [-2.2243, -1.5017, -5.0440], [-2.5837, -0.3395, -4.2355], [-3.7288, 0.2096, -4.3685], [-3.8518, 1.6861, -4.1693], [-4.9979, -0.5558, -4.6563], [-0.7022, -1.3436, -5.2952], [-0.2749, -0.6971, -6.6092], [1.1484, -0.1088, -6.6154], [1.6881, -0.1193, -5.2933], [2.8458, 0.6057, -5.1422], [3.9101, 0.1039, -5.3124], [2.0744, -2.1025, -3.2640], [2.1227, -3.8957, -3.2465], [3.2724, -2.9846, -4.1895], [1.8077, -2.4206, -5.8726], [1.3210, -4.0655, -5.5047], [-0.3912, -4.3752, -2.2191], [-2.8645, -3.5345, -4.6886], [-2.7009, -2.6738, -3.1801], [-2.8166, -1.6057, -5.9517], [-4.1680, 2.1218, -5.1196], [-2.9088, 2.1093, -3.8348], [-4.6194, 1.9483, -3.4367], [-4.8153, -1.3481, -5.3837], [-5.3674, -0.9654, -3.7148], [-5.7706, 0.0999, -5.0552], [-0.4201, -0.6574, -4.4805], [-0.9988, 0.0805, -6.8496], [-0.3387, -1.4441, -7.4040], [1.7847, -0.6959, -7.2834], [1.1315, 0.8997, -7.0361], [2.6903, 1.6411, -4.8097], [9.0069, 2.1755, -10.0683], [7.8827, 1.3244, -9.8124], [7.6231, 1.1328, -8.5222], [8.2338, 1.6027, -7.5981], [6.5625, 0.3277, -8.4225], [6.1753, 0.0377, -7.0750], [9.0937, 2.2367, -11.1485], [8.8381, 3.1670, -9.6533], [9.9141, 1.7469, -9.6478], [5.9062, 0.9490, -6.5495], [6.9813, -0.4704, -6.5477], [5.3152, -0.6178, -7.1429], [-10.5128, -1.1423, -1.6118], [-9.9250, -2.1989, -0.8464], [-8.6006, -2.1496, -0.7532], [-7.8865, -1.3144, -1.2492], [-8.1976, -3.1806, -0.0124], [-6.7859, -3.2548, 0.1876], [-11.5854, -1.3102, -1.5959], [-10.2950, -0.1747, -1.1632], [-10.1577, -1.1623, -2.6402], [-6.4240, -2.3684, 0.7054], [-6.2699, -3.3658, -0.7652], [-6.6177, -4.1341, 0.8017], [1.9282, -0.2435, 1.4630], [3.1684, -0.4268, 0.7669], [3.3122, 0.3360, -0.3101], [2.4973, 1.1176, -0.7358], [4.5079, 0.0942, -0.8451], [4.7957, 0.8769, -2.0058], [1.9593, -0.9235, 2.3083], [1.8358, 0.7816, 1.8166], [1.0873, -0.4901, 0.8169], [4.8074, 1.9391, -1.7672], [4.0665, 0.6786, -2.7858], [5.7814, 0.5786, -2.3491], [-12.7074, -2.0219, 1.0277], [-13.9151, -1.3492, 0.6633], [-14.1764, -0.2632, 1.3936], [-13.4916, 0.1638, 2.2863], [-15.3191, 0.2643, 0.9621], [-15.7263, 1.4444, 1.6640], [-12.6122, -2.8749, 0.3620], [-11.8500, -1.3650, 0.9005], [-12.7538, -2.3746, 2.0562], [-14.9819, 2.2305, 1.5551], [-15.8843, 1.2269, 2.7182], [-16.6608, 1.7546, 1.2070], [3.3029, 3.9957, 0.5161], [2.5840, 3.9910, 1.7512], [3.3525, 4.1456, 2.8323], [4.5486, 4.2790, 2.8273], [2.5694, 4.1211, 3.9064], [3.2679, 4.2680, 5.1496], [2.5634, 3.8504, -0.2647], [3.8165, 4.9442, 0.3688], [4.0195, 3.1765, 0.4911], [3.7849, 5.2247, 5.1860], [3.9742, 3.4515, 5.2907], [2.5122, 4.2306, 5.9279], [5.9894, 0.1525, 9.2014], [7.0065, 0.6899, 8.3468], [6.5767, 1.0836, 7.1531], [5.4410, 1.0218, 6.7527], [7.6165, 1.5588, 6.4684], [7.2953, 2.0229, 5.1544], [6.4808, -0.1216, 10.1291], [5.2240, 0.8984, 9.4043], [5.5378, -0.7305, 8.7543], [6.5820, 2.8440, 5.1966], [6.8931, 1.2126, 4.5491], [8.2256, 2.3756, 4.7200], [5.4500, 1.6017, 13.5602], [4.9048, 0.5205, 14.3219], [4.4871, -0.5119, 13.5938], [4.5340, -0.5923, 12.3920], [4.0086, -1.4399, 14.4181], [3.5207, -2.6164, 13.7663], [5.7421, 2.3573, 14.2827], [6.3220, 1.2731, 12.9977], [4.7019, 2.0084, 12.8823], [4.3186, -3.1052, 13.2106], [2.6988, -2.3705, 13.0969], [3.1688, -3.2705, 14.5580]]
}

---

No. 3
{
  "formula": "C30H36MgN5O2",
  "method": "ωB97M-V/def2-TZVPD",
  "spin_multiplicity": 1,
  "charge": 1,
  "max_force_ha_per_bohr": 0.0112,
  "gap_ev": 8.2,
  "lumo_energy_ha": -0.1103,
  "molar_mass_g_mol": 523.0,
  "elements": ["Mg", "C", "C", "C", "C", "C", "C", "C", "N", "C", "C", "C", "C", "C", "C", "C", "N", "C", "C", "C", "C", "H", "H", "H", "H", "H", "H", "H", "H", "H", "H", "H", "H", "H", "H", "H", "H", "H", "H", "H", "H", "H", "H", "H", "H", "O", "N", "N", "O", "C", "C", "C", "C", "C", "C", "H", "H", "H", "H", "H", "N", "C", "C", "C", "C", "C", "C", "H", "H", "H", "H", "H", "H", "H"],
  "coordinates": [[1.8599, -0.1052, 0.4612], [-4.4442, 2.9732, -0.4259], [-3.1166, 3.7180, -0.5626], [-3.1299, 4.5169, -1.8727], [-2.9517, 4.6857, 0.6197], [-1.9275, 2.7632, -0.5473], [-0.6588, 3.2066, -0.9078], [0.4187, 2.3561, -0.8167], [0.3215, 1.0799, -0.4075], [-0.9127, 0.6256, -0.1026], [-2.0316, 1.4361, -0.1419], [-0.9933, -0.8208, 0.2820], [-2.1608, -1.5425, 0.1729], [-2.1882, -2.8949, 0.5191], [-0.9957, -3.4471, 0.9678], [0.1415, -2.6634, 1.0413], [0.1601, -1.3744, 0.7020], [-3.4896, -3.6848, 0.4289], [-4.1473, -3.4584, -0.9389], [-3.2570, -5.1823, 0.6208], [-4.4232, -3.1740, 1.5381], [-5.2669, 3.6837, -0.5125], [-4.5458, 2.4819, 0.5442], [-4.5716, 2.2229, -1.2104], [-4.0361, 5.1225, -1.9168], [-3.1211, 3.8603, -2.7450], [-2.2832, 5.1996, -1.9510], [-3.7691, 5.4095, 0.6217], [-2.0122, 5.2378, 0.5495], [-2.9667, 4.1536, 1.5730], [-0.4883, 4.2195, -1.2460], [1.4073, 2.6993, -1.0885], [-2.9861, 1.0271, 0.1527], [-3.0512, -1.0574, -0.2001], [-0.9270, -4.4859, 1.2553], [1.0774, -3.0794, 1.3951], [-3.4715, -3.7194, -1.7557], [-4.4732, -2.4268, -1.0800], [-5.0337, -4.0889, -1.0210], [-2.5558, -5.5820, -0.1152], [-4.2036, -5.7094, 0.4987], [-2.8837, -5.4166, 1.6197], [-4.6274, -2.1063, 1.4286], [-3.9918, -3.3380, 2.5277], [-5.3767, -3.7039, 1.4913], [2.8893, -0.9457, 1.9406], [3.5207, -1.9870, 1.5219], [3.6418, -2.0416, 0.2551], [3.1477, -1.1250, -0.5733], [4.3135, -3.1910, -0.3116], [5.4758, -3.6458, 0.2792], [6.0954, -4.7635, -0.2635], [5.5565, -5.3872, -1.3797], [4.3937, -4.8971, -1.9640], [3.7598, -3.7865, -1.4302], [5.8759, -3.1405, 1.1474], [7.0055, -5.1405, 0.1836], [6.0465, -6.2544, -1.8030], [3.9817, -5.3817, -2.8395], [2.8660, -3.3745, -1.8778], [3.2648, 1.6568, 0.8994], [3.1779, 3.0747, 0.6894], [2.4043, 3.8390, 1.5517], [2.2379, 5.1944, 1.3078], [2.8270, 5.7862, 0.1969], [3.6008, 5.0138, -0.6582], [3.7828, 3.6584, -0.4123], [4.0562, 1.2511, 0.4058], [3.4238, 1.4376, 1.8801], [1.9326, 3.3762, 2.4115], [1.6442, 5.7895, 1.9901], [2.6948, 6.8428, 0.0066], [4.0753, 5.4657, -1.5198], [4.3924, 3.0589, -1.0794]]
}

---

No. 4
{
  "formula": "C23H27N3O5S",
  "method": "ωB97M-V/def2-TZVPD",
  "spin_multiplicity": 1,
  "max_force_ha_per_bohr": 0.0279,
  "gap_ev": 8.9,
  "lumo_energy_ha": 0.0250,
  "molar_mass_g_mol": 457.6,
  "smiles": "CCOc1ccc(N(CC(=O)Nc2ccc(C)c(C)c2)S(=O)(=O)c2c(C)noc2C)cc1",
  "elements": ["C", "C", "O", "C", "C", "C", "C", "N", "C", "C", "O", "N", "C", "C", "C", "C", "C", "C", "C", "C", "S", "O", "O", "C", "C", "C", "N", "O", "C", "C", "C", "C", "H", "H", "H", "H", "H", "H", "H", "H", "H", "H", "H", "H", "H", "H", "H", "H", "H", "H", "H", "H", "H", "H", "H", "H", "H", "H", "H"],
  "coordinates": [[3.5877, 3.2334, 4.8502], [2.4363, 2.3248, 5.2715], [2.6241, 0.9830, 4.8660], [2.4198, 0.6315, 3.5685], [1.9246, 1.4590, 2.5661], [1.7223, 0.9683, 1.2878], [2.0251, -0.3526, 0.9795], [1.7709, -0.8633, -0.3039], [2.0694, -0.0751, -1.4843], [0.8532, 0.7408, -1.9638], [0.8074, 1.9481, -1.8385], [-0.1001, -0.0474, -2.4963], [-1.3612, 0.3026, -2.9951], [-2.1984, -0.7316, -3.4035], [-3.4528, -0.4418, -3.9018], [-3.9038, 0.8674, -4.0071], [-5.2685, 1.1565, -4.5527], [-3.0623, 1.9060, -3.5980], [-3.5092, 3.3321, -3.6979], [-1.8023, 1.6160, -3.0964], [1.4271, -2.4803, -0.4806], [0.7297, -2.6043, -1.7344], [2.5787, -3.3176, -0.3102], [0.3030, -2.7740, 0.8459], [-0.9103, -2.0796, 1.1302], [-1.5126, -0.9501, 0.3905], [-1.4701, -2.5972, 2.1876], [-0.6842, -3.6141, 2.6219], [0.3822, -3.7319, 1.8265], [1.3845, -4.7800, 2.1109], [2.5548, -1.1747, 1.9710], [2.7379, -0.6902, 3.2479], [3.6745, 3.2757, 3.7674], [4.5226, 2.8534, 5.2544], [3.4201, 4.2371, 5.2309], [1.4779, 2.7104, 4.9034], [2.3878, 2.2709, 6.3627], [1.6776, 2.4903, 2.7599], [1.3380, 1.6279, 0.5254], [2.8876, 0.6153, -1.2615], [2.3813, -0.7649, -2.2721], [0.0848, -1.0502, -2.4682], [-1.8568, -1.7547, -3.3320], [-4.0960, -1.2508, -4.2175], [-5.7801, 0.2350, -4.8183], [-5.2020, 1.7840, -5.4411], [-5.8719, 1.6885, -3.8177], [-2.7342, 4.0023, -3.3366], [-3.7385, 3.5902, -4.7312], [-4.4118, 3.4936, -3.1094], [-1.1521, 2.4152, -2.7814], [-2.4222, -0.6368, 0.8944], [-1.7511, -1.2561, -0.6263], [-0.8167, -0.1150, 0.3435], [2.1505, -4.7624, 1.3410], [0.9039, -5.7564, 2.1361], [1.8346, -4.6038, 3.0871], [2.8461, -2.1825, 1.7260], [3.1433, -1.3198, 4.0237]]
}

---

Q: Which formula does entry 4 have?
A: C23H27N3O5S